# 1
Below is a cluster of 8 separate species, C24H64O8 in total in a non-equilibrium geometry, with properties calculated with ωB97M-V/def2-TZVPD.

XYZ file:
```
96
Properties=species:S:1:pos:R:3:mulliken_charge:R:1
C 25.44 -15.17 17.69 -1.497
C 24.16 -15.88 18.10 1.070
C 24.32 -17.11 18.99 -1.224
O 23.30 -14.96 18.75 -0.573
H 25.98 -14.69 18.51 0.368
H 25.15 -14.42 16.94 0.366
H 26.24 -15.78 17.26 0.319
H 23.75 -16.28 17.16 -0.047
H 25.11 -17.75 18.57 0.353
H 23.50 -17.82 18.90 0.208
H 24.59 -16.89 20.02 0.348
H 22.52 -15.41 19.08 0.269
C 26.46 -22.07 13.68 -1.046
C 26.12 -21.21 14.91 0.543
C 27.02 -19.94 15.15 -1.531
O 24.78 -20.79 14.80 -0.401
H 26.45 -23.11 14.02 0.187
H 27.52 -21.99 13.43 0.393
H 25.87 -21.86 12.80 0.290
H 26.11 -21.83 15.81 0.205
H 27.92 -20.37 15.61 0.437
H 26.66 -19.23 15.89 0.332
H 27.22 -19.40 14.23 0.370
H 24.72 -19.98 14.29 0.263
C 18.63 -17.30 12.92 -1.035
C 18.62 -15.91 12.19 0.496
C 18.24 -14.74 13.07 -1.221
O 19.92 -15.71 11.69 -0.578
H 19.49 -17.56 13.53 0.123
H 18.43 -18.14 12.25 0.411
H 17.76 -17.39 13.58 0.351
H 17.85 -16.04 11.43 0.218
H 17.20 -14.75 13.39 0.372
H 18.46 -13.85 12.48 0.359
H 18.91 -14.70 13.93 0.129
H 20.05 -16.29 10.94 0.330
C 17.25 -21.09 18.44 -1.122
C 16.13 -21.26 17.41 0.729
C 15.52 -22.67 17.51 -1.371
O 15.16 -20.28 17.68 -0.534
H 16.93 -21.15 19.48 0.430
H 17.71 -20.12 18.28 0.069
H 17.97 -21.91 18.45 0.372
H 16.62 -21.12 16.44 -0.031
H 14.82 -22.83 16.69 0.395
H 15.01 -22.82 18.45 0.354
H 16.33 -23.39 17.40 0.362
H 14.34 -20.53 17.24 0.333
C 24.01 -24.43 15.81 -0.963
C 23.51 -25.57 14.93 0.839
C 24.66 -26.16 14.11 -1.210
O 23.03 -26.63 15.77 -0.572
H 24.20 -23.60 15.12 0.056
H 24.95 -24.61 16.33 0.409
H 23.21 -24.05 16.45 0.270
H 22.65 -25.29 14.32 -0.108
H 24.48 -27.12 13.64 0.371
H 25.55 -26.14 14.73 0.282
H 24.95 -25.51 13.27 0.286
H 22.68 -27.34 15.23 0.339
C 19.54 -14.27 18.55 -1.337
C 19.38 -15.77 18.18 0.372
C 19.71 -16.11 16.71 -0.230
O 20.31 -16.39 19.06 -0.539
H 20.54 -13.93 18.83 0.269
H 18.91 -14.12 19.43 0.362
H 19.16 -13.60 17.78 0.329
H 18.42 -16.21 18.45 0.360
H 20.73 -16.42 16.52 0.058
H 19.41 -15.38 15.95 -0.022
H 19.09 -16.99 16.53 0.188
H 20.24 -17.35 18.96 0.242
C 18.79 -21.17 12.74 -1.179
C 19.07 -22.67 12.51 0.333
C 20.24 -23.13 13.36 -1.070
O 17.92 -23.42 12.92 -0.551
H 17.93 -20.74 12.20 0.490
H 19.64 -20.54 12.47 0.344
H 18.57 -21.05 13.80 0.214
H 19.26 -22.86 11.45 0.193
H 21.04 -22.40 13.26 0.276
H 20.56 -24.11 13.01 0.334
H 19.99 -23.32 14.40 0.310
H 17.17 -22.98 12.52 0.319
C 21.59 -21.22 17.04 -1.972
C 21.39 -19.74 16.79 1.232
C 20.85 -19.39 15.41 -0.932
O 20.40 -19.31 17.76 -0.347
H 20.79 -21.91 16.77 0.464
H 21.80 -21.51 18.07 0.528
H 22.45 -21.50 16.43 0.281
H 22.39 -19.32 16.89 -0.079
H 19.78 -19.26 15.54 0.184
H 21.09 -20.26 14.79 0.148
H 21.32 -18.47 15.07 0.340
H 20.22 -20.08 18.31 0.145
```

Electronic energy in eV: -42303.709
SMILES string: CC(C)O.CC(C)O.CC(C)O.CC(C)O.CC(C)O.CC(C)O.CC(C)O.CC(C)O
Highest occupied orbital energy in eV: -9.686
ΔE to the lowest compared entry with this formula, charge and spin in kJ/mol: 274.9

=====

# 2
Below is a structure of composition C24H65BCuN3O8 in a non-equilibrium geometry, with properties calculated with ωB97M-V/def2-TZVPD.

XYZ file:
```
102
Properties=species:S:1:pos:R:3:mulliken_charge:R:1
Cu 1.60 0.09 0.16 0.941
B 0.76 0.46 -2.13 4.581
H 0.15 0.64 -3.09 0.046
H 0.48 -0.55 -1.61 -1.705
H 1.89 0.40 -2.39 -0.626
H 0.66 1.41 -1.47 -1.114
C -0.21 -0.41 4.98 -0.880
O -0.48 -0.98 3.72 -0.402
C -1.03 -0.07 2.77 -0.092
C -1.24 -0.80 1.46 -0.172
N -0.02 -1.46 1.02 0.177
C -0.32 -2.50 0.02 -1.512
C 0.96 -3.23 -0.34 0.306
O 1.44 -3.87 0.82 -0.423
C 2.64 -4.59 0.65 -0.706
H -1.12 -0.39 5.59 0.308
H 0.12 0.63 4.89 0.335
H 0.54 -1.02 5.48 0.281
H -0.27 0.72 2.65 -0.589
H -1.96 0.37 3.13 0.858
H -1.47 -0.01 0.75 -0.823
H -2.08 -1.50 1.55 0.625
H 0.46 -1.90 1.79 0.261
H -0.67 -2.03 -0.90 0.312
H -1.15 -3.11 0.38 0.703
H 1.66 -2.47 -0.71 -0.618
H 0.68 -3.96 -1.11 0.646
H 3.39 -3.93 0.21 0.181
H 2.50 -5.48 0.01 0.339
H 2.95 -4.99 1.61 0.241
C -2.44 1.81 -1.58 -0.368
O -2.86 2.41 -0.37 -0.343
C -3.80 1.70 0.37 -0.310
C -3.89 2.24 1.80 -0.750
N -4.57 1.31 2.69 0.036
C -5.87 0.90 2.18 -0.484
C -6.71 0.20 3.25 -0.741
O -7.85 -0.34 2.64 -0.296
C -8.56 -1.23 3.48 -0.721
H -1.81 0.94 -1.35 -0.133
H -1.79 2.51 -2.10 0.302
H -3.23 1.41 -2.21 0.410
H -3.42 0.67 0.44 0.211
H -4.81 1.63 -0.03 0.467
H -4.41 3.21 1.72 0.357
H -2.87 2.40 2.15 0.213
H -4.71 1.72 3.61 0.215
H -5.68 0.14 1.43 0.242
H -6.54 1.66 1.74 0.218
H -6.95 0.80 4.13 0.395
H -6.05 -0.60 3.64 0.362
H -9.38 -1.64 2.90 0.236
H -8.96 -0.65 4.32 0.299
H -7.91 -2.01 3.89 0.306
C 0.47 3.15 0.77 -0.951
O 1.41 2.11 0.98 0.373
C 2.20 2.23 2.15 -0.865
C 3.30 1.17 2.10 -0.832
N 2.76 -0.19 2.25 -0.049
C 3.81 -1.22 2.26 -0.907
C 4.57 -1.20 0.94 -0.885
O 3.64 -1.16 -0.13 0.302
C 4.23 -1.06 -1.41 -0.726
H 0.87 4.14 0.56 0.319
H -0.25 3.22 1.59 0.270
H -0.07 2.82 -0.12 -0.071
H 1.62 2.05 3.06 0.221
H 2.66 3.22 2.18 0.554
H 4.04 1.40 2.87 0.398
H 3.82 1.27 1.15 0.221
H 2.24 -0.22 3.13 0.031
H 3.29 -2.16 2.42 0.365
H 4.52 -1.08 3.08 0.476
H 5.21 -2.09 0.85 0.434
H 5.26 -0.36 0.79 0.418
H 3.46 -1.10 -2.17 -0.087
H 4.98 -1.83 -1.60 0.385
H 4.72 -0.09 -1.55 0.229
C 1.17 -2.72 -4.30 -0.806
C 0.07 -1.77 -4.79 1.142
C -0.68 -2.35 -5.97 -1.614
O -0.90 -1.63 -3.74 -0.658
H 2.08 -2.53 -4.89 0.332
H 0.88 -3.76 -4.38 0.354
H 1.47 -2.48 -3.28 -0.165
H 0.45 -0.77 -5.03 0.192
H -1.56 -1.74 -6.20 0.387
H -1.09 -3.33 -5.72 0.322
H -0.18 -2.37 -6.94 0.375
H -0.59 -0.86 -3.21 -0.522
C 3.90 3.83 -4.05 -1.689
C 3.18 2.75 -3.29 0.782
C 3.54 2.70 -1.79 -0.515
O 1.78 2.95 -3.37 -0.674
H 3.66 4.82 -3.66 0.355
H 3.63 3.82 -5.11 0.399
H 4.99 3.76 -4.03 0.368
H 3.43 1.76 -3.70 0.057
H 4.62 2.72 -1.59 0.446
H 3.17 1.78 -1.33 -0.408
H 3.09 3.60 -1.37 0.251
H 1.36 2.13 -3.04 0.064
```

Electronic energy in eV: -92103.672
Highest occupied orbital energy in eV: -7.858
ΔE to the lowest compared entry with this formula, charge and spin in kJ/mol: 0.0

=====

# 3
Below is a cluster of 4 separate species, C24H65N9O7P4S in total in a non-equilibrium geometry, with properties calculated with ωB97M-V/def2-TZVPD.

XYZ file:
```
110
Properties=species:S:1:pos:R:3:mulliken_charge:R:1
O -1.36 -0.28 1.11 -0.529
P -2.31 0.51 0.31 0.323
C -1.55 2.12 -0.07 -0.279
O -2.16 2.92 -1.06 -0.422
C -1.32 4.02 -1.08 0.501
O -1.67 5.14 -1.25 -0.537
O -0.07 3.55 -0.91 -0.385
C -0.11 2.10 -0.61 0.679
C 0.14 1.43 -1.96 -1.262
C 1.29 0.44 -1.99 -0.744
C 2.68 1.02 -2.29 -0.420
S 3.05 2.62 -1.50 -0.247
H -3.48 0.77 1.05 0.016
H -2.66 -0.07 -0.93 0.086
H -1.44 2.71 0.85 0.383
H 0.57 1.88 0.20 0.571
H -0.76 0.87 -2.20 0.440
H 0.21 2.19 -2.73 0.509
H 1.09 -0.27 -2.79 0.369
H 1.34 -0.16 -1.08 0.301
H 3.41 0.34 -1.88 0.238
H 2.85 1.12 -3.35 0.292
H 2.28 3.52 -2.13 0.113
C -6.31 2.91 4.34 -1.084
N -5.21 3.79 4.02 0.373
C -4.07 3.62 4.91 -1.184
P -4.91 4.72 2.59 0.356
O -3.94 3.80 1.90 -0.590
N -6.12 4.74 1.35 0.218
C -7.39 4.03 1.41 -1.068
C -5.58 4.64 0.00 -1.050
N -5.61 6.20 3.31 0.059
C -4.61 7.19 3.72 -1.008
C -6.72 6.21 4.23 -0.865
H -6.64 3.07 5.37 0.356
H -6.03 1.85 4.24 0.324
H -7.18 3.07 3.72 0.312
H -4.06 4.37 5.71 0.241
H -3.13 3.69 4.37 0.326
H -4.08 2.63 5.38 0.408
H -7.26 2.97 1.66 0.356
H -7.89 4.08 0.45 0.390
H -8.09 4.49 2.12 0.248
H -5.38 3.60 -0.30 0.310
H -4.65 5.19 -0.10 0.308
H -6.28 5.07 -0.72 0.405
H -4.13 6.93 4.68 0.313
H -5.05 8.18 3.81 0.342
H -3.82 7.26 2.96 0.316
H -6.42 6.01 5.27 0.267
H -7.51 5.51 3.96 0.209
H -7.17 7.21 4.19 0.361
C -0.13 -3.01 2.27 -0.812
N -1.10 -3.98 2.73 0.167
C -2.35 -3.93 1.99 -1.101
P -0.88 -5.37 3.73 0.677
O -0.81 -6.44 2.67 -0.785
N 0.68 -5.65 4.43 0.198
C 1.84 -4.81 4.24 -1.043
C 1.10 -7.06 4.40 -1.049
N -1.39 -4.49 5.20 0.081
C -2.74 -4.82 5.66 -0.991
C -1.11 -3.10 5.45 -0.867
H -0.55 -2.00 2.35 0.320
H 0.15 -3.18 1.22 0.246
H 0.78 -3.00 2.85 0.253
H -3.11 -3.35 2.53 0.237
H -2.75 -4.93 1.81 0.370
H -2.20 -3.47 1.01 0.335
H 2.05 -4.61 3.18 0.355
H 2.73 -5.29 4.65 0.394
H 1.76 -3.86 4.78 0.261
H 1.55 -7.33 3.43 0.321
H 0.26 -7.72 4.58 0.323
H 1.83 -7.24 5.19 0.380
H -3.51 -4.31 5.07 0.310
H -2.87 -4.56 6.71 0.326
H -2.91 -5.90 5.57 0.332
H -1.83 -2.42 4.96 0.275
H -0.11 -2.80 5.15 0.197
H -1.17 -2.93 6.53 0.340
C 5.14 -3.04 -7.41 -1.073
N 5.17 -1.65 -6.99 0.244
C 4.26 -0.82 -7.75 -1.138
P 5.82 -0.94 -5.55 0.668
O 4.54 -0.81 -4.74 -0.805
N 6.68 -1.96 -4.44 0.205
C 6.91 -3.38 -4.63 -1.084
C 6.37 -1.70 -3.04 -1.040
N 7.35 -0.50 -6.36 0.064
C 7.46 0.92 -6.67 -0.999
C 7.98 -1.29 -7.38 -0.877
H 5.40 -3.11 -8.47 0.357
H 4.15 -3.49 -7.26 0.329
H 5.87 -3.65 -6.88 0.319
H 4.78 -0.28 -8.55 0.255
H 3.77 -0.07 -7.11 0.307
H 3.46 -1.41 -8.21 0.409
H 5.99 -3.93 -4.84 0.370
H 7.34 -3.81 -3.72 0.391
H 7.65 -3.59 -5.40 0.251
H 5.46 -2.22 -2.71 0.317
H 6.23 -0.64 -2.86 0.310
H 7.20 -2.02 -2.41 0.413
H 6.89 1.20 -7.57 0.312
H 8.50 1.21 -6.82 0.335
H 7.08 1.53 -5.84 0.326
H 7.56 -1.11 -8.38 0.269
H 7.95 -2.36 -7.19 0.203
H 9.04 -1.01 -7.41 0.365
```

Electronic energy in eV: -101669.368
SMILES string: O=[PH2][C@@H]1OC(=O)O[C@@H]1CCCS.CN(C)P(=O)(N(C)C)N(C)C.CN(C)P(=O)(N(C)C)N(C)C.CN(C)P(=O)(N(C)C)N(C)C
Highest occupied orbital energy in eV: -7.482

=====

# 4
Below is a structure of composition C24H66B2FeN2O6 in a non-equilibrium geometry, with properties calculated with ωB97M-V/def2-TZVPD.

XYZ file:
```
101
Properties=species:S:1:pos:R:3:mulliken_charge:R:1
Fe 31.57 14.47 -10.05 0.192
B 33.30 15.52 -10.14 1.874
H 34.21 16.08 -10.33 -1.222
H 32.42 16.15 -10.20 -0.317
H 33.16 14.80 -10.93 -0.100
H 33.26 14.93 -9.24 0.026
B 31.02 12.62 -11.01 0.919
H 30.38 11.93 -11.53 -0.181
H 31.85 12.17 -10.48 -0.468
H 31.38 13.40 -11.66 -0.348
H 30.40 13.08 -10.26 -0.159
C 33.63 11.38 -13.00 -1.254
C 33.66 9.97 -12.45 0.534
C 34.61 9.65 -11.34 -1.160
O 32.37 9.79 -12.03 -0.614
H 32.81 11.68 -13.64 0.349
H 34.57 11.57 -13.53 0.451
H 33.69 12.16 -12.25 0.234
H 33.77 9.22 -13.23 0.339
H 34.26 9.91 -10.34 0.212
H 35.60 10.09 -11.46 0.269
H 34.71 8.56 -11.35 0.350
H 32.19 10.65 -11.65 0.004
C 35.02 18.94 -6.83 -1.794
C 35.13 17.65 -7.63 1.586
C 35.94 16.61 -6.91 -1.170
O 33.90 17.13 -7.88 -0.476
H 36.01 19.29 -6.54 0.380
H 34.33 18.81 -6.00 0.399
H 34.63 19.72 -7.48 0.414
H 35.67 17.92 -8.54 -0.465
H 35.97 15.65 -7.43 0.176
H 35.63 16.49 -5.87 0.471
H 36.98 16.93 -6.80 0.291
H 33.98 16.53 -8.62 -0.327
C 37.35 18.52 -11.68 -0.479
C 36.26 18.00 -12.64 0.423
C 34.85 18.23 -12.14 -0.715
O 36.45 18.55 -13.92 -0.592
H 37.12 18.07 -10.72 -0.365
H 37.27 19.58 -11.42 0.579
H 38.38 18.36 -11.98 0.340
H 36.40 16.92 -12.70 0.065
H 34.52 19.25 -12.36 0.454
H 34.77 18.01 -11.07 -0.040
H 34.22 17.49 -12.64 0.093
H 36.49 19.50 -13.81 0.398
C 32.60 12.17 -7.99 -1.031
O 31.83 13.37 -8.29 0.447
C 30.74 13.58 -7.34 -0.698
C 30.15 15.04 -7.42 -0.884
N 29.88 15.25 -8.83 -0.039
C 29.83 16.63 -9.18 -0.773
C 29.80 16.77 -10.71 -0.673
O 30.58 15.75 -11.38 -0.146
C 31.11 16.19 -12.64 -0.908
H 33.13 12.29 -7.05 0.369
H 33.41 12.01 -8.71 0.182
H 31.98 11.28 -8.01 0.302
H 31.06 13.57 -6.30 0.435
H 29.98 12.81 -7.45 0.500
H 30.90 15.69 -6.96 0.265
H 29.30 15.28 -6.79 0.486
H 28.93 14.92 -8.94 0.228
H 30.68 17.21 -8.81 0.209
H 28.91 17.08 -8.81 0.546
H 30.03 17.82 -10.90 0.369
H 28.79 16.63 -11.10 0.479
H 31.76 17.07 -12.57 0.310
H 30.29 16.42 -13.32 0.402
H 31.60 15.47 -13.29 0.229
C 41.97 16.06 -8.24 -1.581
C 41.36 16.05 -9.64 1.129
C 41.83 14.82 -10.45 -1.133
C 41.12 13.51 -10.14 -0.891
C 39.55 13.76 -10.33 -1.314
C 38.95 14.99 -9.57 1.890
N 39.87 16.09 -9.62 0.898
O 39.36 17.30 -9.27 -0.316
C 37.61 15.19 -10.30 -2.228
C 38.67 14.55 -8.02 -1.662
C 41.91 17.31 -10.55 -1.700
H 41.65 17.03 -7.85 0.416
H 43.05 16.05 -8.09 0.420
H 41.64 15.26 -7.57 0.326
H 41.90 15.04 -11.52 0.475
H 42.86 14.60 -10.16 0.476
H 41.24 13.21 -9.10 0.354
H 41.42 12.63 -10.71 0.443
H 39.05 12.86 -9.96 0.517
H 39.31 13.72 -11.39 0.507
H 37.01 15.92 -9.76 -0.017
H 37.87 15.72 -11.22 0.572
H 36.92 14.36 -10.41 0.546
H 39.48 13.95 -7.60 0.370
H 38.51 15.33 -7.28 0.359
H 37.69 14.07 -7.98 0.505
H 41.93 18.28 -10.05 0.346
H 41.22 17.42 -11.39 0.500
H 42.91 17.16 -10.95 0.397
H 39.25 17.72 -10.12 0.216
```

Electronic energy in eV: -76946.889
Highest occupied orbital energy (spin up / spin down) in eV: -10.751 / -9.830
Multiplicity: 6
Total charge: +1

=====

- The lowest electronic energy belongs to which entry?
  C24H65N9O7P4S

=====

- Which formula does entry 4 have?
  C24H66B2FeN2O6

=====

- The lowest electronic energy belongs to which entry?
  C24H65N9O7P4S